[1]
17
Properties=species:S:1:pos:R:3:forces:R:3 method="wB97M-V/def2-TZVPD" gap_ev=10.9 max_force_ha_per_bohr=0.053 charge=+1 homo_ev=-15.3 e_above_lowest_ev=1.526 lumo_ev=-4.31
C 0.775 1.060 2.241 0.17 1.11 -0.06
C -0.249 1.126 1.080 -0.65 -1.47 0.35
C -0.133 -0.107 0.180 0.78 -0.81 -2.02
N -0.336 -2.000 -1.786 0.49 0.99 -1.48
C -0.163 -0.741 -2.239 -1.37 0.22 2.36
N 0.073 0.203 -1.325 -1.43 -0.41 -0.35
H 1.401 0.173 2.118 0.14 0.36 0.24
H 0.357 1.075 3.255 -0.37 -0.40 -0.48
H 1.365 1.985 2.254 0.32 -0.46 -0.26
H -1.260 1.033 1.504 0.24 0.48 -0.20
H -0.232 1.992 0.422 0.26 0.38 0.43
H 0.750 -0.742 0.306 0.00 0.30 0.98
H -0.995 -0.798 0.219 0.16 0.47 -0.03
H -0.893 -2.681 -2.288 0.67 0.00 -0.22
H 0.281 -2.291 -1.048 -0.38 -0.37 0.39
H -0.450 -0.378 -3.231 0.21 -0.66 0.15
H -0.292 1.090 -1.662 0.77 0.29 0.22



[2]
18
Properties=species:S:1:pos:R:3:forces:R:3 method="wB97M-V/def2-TZVPD" gap_ev=4.4 max_force_ha_per_bohr=0.103 charge=-1 homo_ev=-3.6 e_above_lowest_ev=8.268 lumo_ev=0.84
N -0.990 -2.359 0.963 -0.30 2.31 -1.13
C 0.199 -0.348 -0.295 -0.77 1.35 -2.48
C 1.305 0.193 0.523 0.78 -1.46 2.16
C 1.569 1.649 0.218 1.81 3.30 -1.76
O 2.668 2.358 0.586 -1.28 -1.58 1.06
C -1.163 0.353 -0.579 0.38 -0.63 -1.75
N -1.560 0.343 -2.016 3.66 0.15 3.81
H -0.194 -1.223 0.388 -0.91 -1.79 0.54
H -1.188 -2.736 1.840 0.26 -0.66 2.04
H 0.463 -0.675 -1.314 0.47 -0.31 0.51
H 2.279 -0.398 0.257 -1.73 0.94 0.94
H 0.957 0.045 1.637 1.30 0.32 -1.73
H 0.582 2.181 0.400 -0.42 -0.05 0.64
H 1.585 1.834 -0.872 -0.71 -0.89 -0.75
H -1.000 1.463 -0.250 0.38 -0.68 -0.05
H -1.904 -0.091 0.156 0.15 0.69 -0.75
H -1.100 -3.079 0.304 0.08 -1.10 -1.16
H -2.508 0.490 -1.946 -3.13 0.08 -0.13



[3]
18
Properties=species:S:1:pos:R:3:forces:R:3 method="wB97M-V/def2-TZVPD" gap_ev=3.3 max_force_ha_per_bohr=0.082 charge=+1 homo_ev=-12.1 e_above_lowest_ev=6.418 lumo_ev=-8.74
O -1.137 -0.726 0.324 2.06 -1.05 -0.96
C -0.213 -1.445 -0.059 -2.26 -0.98 2.39
C 1.103 -1.002 -0.496 -1.46 1.18 -3.78
C 1.338 0.367 -0.846 1.60 0.34 -0.34
C 1.517 1.272 0.499 -0.17 -0.58 0.53
N 2.695 0.776 1.111 -1.02 -0.35 -0.48
N -4.235 -0.075 -0.057 -0.44 0.38 -0.09
H -0.257 -2.573 -0.115 -0.69 0.90 0.18
H 1.419 -1.791 -1.204 1.42 0.19 1.00
H 2.227 0.485 -1.516 -0.84 -0.07 0.63
H 0.390 0.714 -1.366 0.62 -0.12 0.78
H 1.594 2.341 0.427 -0.05 0.36 -0.83
H 0.586 1.054 1.016 -0.23 -0.06 0.21
H -5.023 -0.706 -0.198 0.71 -0.05 0.15
H 2.563 -0.206 1.363 0.63 0.23 0.30
H 3.023 1.382 1.839 0.45 0.01 0.36
H -4.271 0.632 -0.788 0.31 -0.29 0.25
H -3.320 -0.500 0.065 -0.64 -0.03 -0.30



[4]
18
Properties=species:S:1:pos:R:3:forces:R:3 method="wB97M-V/def2-TZVPD" gap_ev=3.6 max_force_ha_per_bohr=0.062 charge=+1 homo_ev=-12.3 e_above_lowest_ev=5.831 lumo_ev=-8.65
O -1.137 -0.861 -1.328 0.61 0.51 -0.12
C -0.615 -0.888 -0.246 -2.39 -0.91 0.20
C 0.365 0.063 0.250 2.94 -1.13 0.49
C 0.842 0.076 1.621 -0.50 -0.66 -0.63
C 0.171 1.210 2.444 -1.11 2.10 0.62
N 0.475 2.505 1.895 0.19 -0.29 -0.02
N -0.624 -2.251 -4.313 0.31 0.18 0.99
H -0.907 -1.666 0.476 0.17 -0.14 0.11
H 1.086 0.347 -0.524 -0.48 0.95 -0.02
H 1.924 0.145 1.654 0.13 0.54 -0.06
H 0.531 -0.822 2.165 -0.25 -0.10 -0.26
H 0.482 1.210 3.487 0.47 -0.34 -0.14
H -0.911 1.038 2.499 0.11 -0.53 -0.33
H 0.113 2.700 0.971 -0.10 -0.12 -0.11
H 0.222 3.264 2.508 0.20 0.08 0.21
H -0.927 -2.719 -5.143 -0.23 0.01 -0.34
H -1.316 -1.615 -3.938 -0.09 -0.15 -0.37
H 0.228 -1.737 -4.480 0.01 0.00 -0.25



[5]
18
Properties=species:S:1:pos:R:3:forces:R:3 method="wB97M-V/def2-TZVPD" gap_ev=9.8 max_force_ha_per_bohr=0.053 charge=+1 homo_ev=-13.4 e_above_lowest_ev=2.050 lumo_ev=-3.61 smiles="N[C@H](C=O)CC[NH3+]"
O 0.471 2.846 1.441 -0.23 0.64 0.03
C 0.034 2.446 0.410 0.10 -1.60 -1.08
C 0.333 0.988 -0.049 1.80 0.45 0.34
C -0.915 0.242 -0.465 -1.24 -1.38 0.90
C -0.822 -1.281 -0.083 -2.17 0.86 -1.42
N 0.385 -1.877 -0.687 1.67 0.00 0.48
N 1.109 0.276 0.983 -1.03 -1.12 -1.02
H -0.597 2.949 -0.344 -0.04 0.78 0.46
H 1.031 1.005 -0.907 -0.37 0.62 0.00
H -1.210 0.314 -1.511 0.48 0.22 -0.15
H -1.796 0.645 0.065 0.27 -0.27 0.01
H -1.692 -1.848 -0.464 0.37 0.44 -0.11
H -0.907 -1.439 0.972 0.77 -0.14 0.57
H 0.339 -2.187 -1.658 -0.52 0.06 0.01
H 0.738 -2.655 -0.125 -0.10 -0.09 -0.13
H 1.139 -1.161 -0.616 -0.17 -0.25 0.32
H 0.479 -0.073 1.696 0.55 0.52 0.48
H 1.881 0.810 1.343 -0.14 0.26 0.32



[6]
18
Properties=species:S:1:pos:R:3:forces:R:3 method="wB97M-V/def2-TZVPD" gap_ev=11.0 max_force_ha_per_bohr=0.112 charge=+1 homo_ev=-14.6 e_above_lowest_ev=3.508 lumo_ev=-3.59 smiles="CNC/[NH+]=C(/C)O"
C -0.678 0.833 0.933 1.22 -0.90 -1.53
C 1.204 -0.170 0.299 3.40 2.24 -4.08
C 2.128 -0.006 -0.957 -2.90 0.53 0.49
C -1.969 -1.025 -0.176 -2.20 -0.05 0.10
N 0.789 0.991 0.877 1.22 0.56 -0.02
N -0.840 -0.132 -0.262 1.04 0.92 1.66
O 1.326 -1.285 0.846 0.10 -1.99 0.10
H -1.030 0.341 1.810 -0.01 -0.34 0.82
H -1.165 1.764 0.831 -0.69 1.00 -0.23
H 1.384 0.129 -1.785 1.03 -0.02 0.45
H 2.843 -0.747 -1.187 0.27 -1.34 0.11
H 2.688 0.887 -0.815 0.31 1.05 -0.02
H -2.434 -1.263 -1.179 0.52 0.79 1.01
H -1.781 -2.043 0.218 0.35 0.84 0.35
H -2.676 -0.415 0.477 -0.01 -1.62 -0.86
H 1.435 1.803 0.539 -2.67 -1.44 0.85
H -0.986 0.506 -1.002 0.00 0.42 -1.42
H 0.804 -1.285 1.620 -0.97 -0.64 2.21



[7]
18
Properties=species:S:1:pos:R:3:forces:R:3 method="wB97M-V/def2-TZVPD" gap_ev=11.1 max_force_ha_per_bohr=0.031 charge=+1 homo_ev=-14.2 e_above_lowest_ev=1.207 lumo_ev=-3.13 smiles="CNC(=O)C[NH2+]C"
O 1.383 0.952 -0.889 0.54 -0.05 0.36
C 0.875 0.557 0.158 -0.79 -0.10 0.16
N 0.839 1.271 1.285 1.02 -0.07 -0.11
C 0.088 1.140 2.540 0.64 -0.89 -0.54
C 0.096 -0.759 0.040 -1.00 -0.54 -0.04
N 0.128 -1.078 -1.437 -0.54 -0.78 1.31
C -1.114 -0.671 -2.125 -0.21 -0.14 -1.34
H 1.515 2.015 1.216 -0.15 0.48 0.16
H 0.728 1.246 3.416 0.14 0.55 -0.26
H -0.707 1.870 2.503 -0.35 -0.14 0.43
H -0.223 0.104 2.642 -0.67 0.04 -0.16
H 0.351 -1.671 0.583 0.94 0.43 0.15
H -0.940 -0.641 0.366 -0.04 0.39 -0.35
H 0.312 -2.076 -1.539 0.00 0.15 -0.26
H 0.941 -0.508 -1.742 0.04 0.26 -0.33
H -1.099 -1.024 -3.158 0.42 0.24 -0.05
H -1.158 0.410 -2.118 -0.15 0.11 0.10
H -2.013 -1.137 -1.741 0.15 0.05 0.75



[8]
18
Properties=species:S:1:pos:R:3:forces:R:3 method="wB97M-V/def2-TZVPD" gap_ev=10.8 max_force_ha_per_bohr=0.119 charge=+1 homo_ev=-13.6 e_above_lowest_ev=3.785 lumo_ev=-2.83
C -1.483 -1.618 0.478 0.27 -0.75 0.49
C 2.686 -0.858 -0.411 -1.03 0.58 -0.63
C -1.041 2.011 -0.251 -1.94 5.78 -0.57
C -1.446 -0.334 0.661 -1.89 4.08 1.66
N 1.912 -0.168 0.351 0.28 -0.62 -2.22
N -0.759 0.633 -0.271 2.60 -4.23 1.11
O -0.751 -2.225 -0.473 -1.83 -3.27 -0.46
H -2.061 -2.190 1.202 0.19 -0.21 -0.29
H 3.496 -1.381 0.061 0.70 -0.19 -0.22
H -1.185 -3.168 -0.562 1.66 2.54 -0.13
H 2.573 -0.948 -1.526 -0.26 0.04 1.24
H -0.409 2.691 0.487 -1.31 -1.92 -1.39
H -0.923 2.520 -1.331 0.18 -1.47 2.39
H -2.191 2.218 -0.072 2.34 -0.60 0.05
H -2.009 0.164 1.544 1.13 -0.91 -1.84
H 2.384 -0.198 1.217 -0.20 0.20 1.84
H -0.871 0.294 -1.221 -0.06 -0.31 -0.09
H 0.319 0.318 0.026 -0.81 1.26 -0.95



[9]
18
Properties=species:S:1:pos:R:3:forces:R:3 method="wB97M-V/def2-TZVPD" gap_ev=10.5 max_force_ha_per_bohr=0.105 charge=+1 homo_ev=-13.8 e_above_lowest_ev=3.718 lumo_ev=-3.32 smiles=C[NH2+][C@]1(O)C[C@H]1N
C 0.657 -0.855 -1.001 0.45 -1.98 -1.76
C 1.355 -0.475 0.335 -0.75 0.74 -2.09
C 0.081 0.144 -0.158 0.01 1.67 3.02
C -2.341 0.318 -0.109 -1.33 3.82 3.59
N 2.529 0.300 0.309 0.76 -1.32 -2.49
N -1.154 -0.139 0.731 -0.53 -2.42 -2.14
O -0.080 1.456 -0.408 -3.00 -0.75 -0.02
H 1.049 -0.656 -2.042 -0.21 0.40 1.58
H 0.162 -1.833 -1.048 0.22 0.19 0.33
H 1.316 -1.157 1.115 -0.65 -1.59 1.23
H -2.217 1.458 -0.311 -0.22 -2.35 0.23
H -2.183 -0.249 -0.931 -0.47 -1.46 -2.93
H -3.336 0.200 0.444 1.57 -0.34 -0.87
H 2.660 0.699 1.185 0.71 0.86 1.76
H 3.289 -0.378 0.090 -0.35 1.24 0.36
H -1.271 -1.230 0.722 0.45 2.57 1.06
H -1.092 0.334 1.645 0.14 -0.60 -0.36
H 0.576 2.065 -0.567 3.21 1.34 -0.49



[10]
18
Properties=species:S:1:pos:R:3:forces:R:3 method="wB97M-V/def2-TZVPD" gap_ev=6.8 max_force_ha_per_bohr=0.053 charge=+1 homo_ev=-14.6 e_above_lowest_ev=7.708 lumo_ev=-7.76
N -0.816 -1.539 1.083 0.61 0.84 -1.77
C -0.653 -1.434 -0.330 0.06 -1.77 0.56
C -0.710 -0.004 -1.091 -0.76 0.59 -1.42
N -0.488 1.162 -0.358 0.70 -1.02 1.81
C 0.872 1.670 -0.146 -0.87 0.85 0.34
C 1.671 0.473 0.249 2.71 -0.04 -0.13
O 2.068 -0.301 -0.564 -0.30 -0.66 -0.82
H -0.106 0.525 1.616 -0.65 -0.41 -0.69
H -0.263 -0.789 1.582 -0.41 -0.78 0.72
H -1.773 -1.789 1.304 0.03 0.77 0.87
H 0.275 -1.944 -0.592 0.24 0.59 -0.12
H -1.455 -2.007 -0.787 -0.09 0.12 -0.11
H -1.740 0.058 -1.462 0.13 -0.11 0.13
H -0.034 -0.026 -1.948 -0.03 -0.31 0.22
H -0.972 1.121 0.546 -0.74 0.77 0.09
H 1.247 2.166 -1.036 0.10 -0.23 -0.14
H 0.760 2.383 0.675 0.42 0.07 -0.10
H 2.118 0.276 1.257 -1.13 0.72 0.56



[11]
18
Properties=species:S:1:pos:R:3:forces:R:3 method="wB97M-V/def2-TZVPD" gap_ev="12.1 / 7.1" max_force_ha_per_bohr=0.046 charge=+2 spin_multiplicity=2 homo_ev="-21.0 / -21.0" e_above_lowest_ev=1.137 lumo_ev="-8.85 / -13.87"
O -2.370 -0.101 -0.978 0.21 0.46 -0.99
C -1.439 -0.815 -0.612 0.35 -0.52 2.30
N -1.352 -2.108 -0.626 -0.19 -0.97 -1.06
C -0.313 -0.047 0.269 -0.53 0.09 -0.39
N -0.861 1.288 0.738 0.34 -0.26 -0.53
C 2.084 0.686 0.301 -0.06 -0.59 0.05
C 0.957 0.062 -0.545 -0.16 0.60 -0.21
H -0.853 -2.715 0.022 0.57 0.64 -0.04
H -1.836 -2.649 -1.342 -0.51 0.18 0.12
H -0.184 -0.693 1.138 -0.15 0.03 0.17
H -0.693 2.014 0.030 -0.08 0.02 -0.08
H -1.873 1.234 0.894 0.05 0.25 0.40
H -0.369 1.607 1.580 -0.17 -0.10 0.19
H 1.885 1.734 0.525 0.15 0.04 -0.06
H 2.234 0.133 1.232 0.06 0.07 -0.03
H 3.000 0.602 -0.288 -0.02 0.21 0.12
H 1.185 -0.935 -0.919 0.28 -0.02 0.12
H 0.798 0.704 -1.419 -0.14 -0.13 -0.06



[12]
19
Properties=species:S:1:pos:R:3:forces:R:3 method="wB97M-V/def2-TZVPD" gap_ev=10.0 max_force_ha_per_bohr=0.107 charge=+1 homo_ev=-13.4 e_above_lowest_ev=2.035 lumo_ev=-3.34 smiles=OC1(O)C[NH2+]CCN1
C -1.483 -0.225 -0.412 -0.58 2.69 -1.64
C -1.281 -0.706 0.986 0.52 1.42 1.06
C 1.005 0.085 0.697 2.12 1.37 1.43
C 0.843 0.616 -0.735 -5.03 -1.10 1.89
N -0.654 1.003 -0.709 1.30 -0.17 0.21
N 0.176 -1.024 1.217 -0.49 -3.15 -3.06
O 1.004 -0.433 -1.615 -0.27 -0.53 1.11
O 1.657 1.629 -1.006 1.91 2.52 -0.41
H -1.349 -0.888 -1.235 0.70 -1.56 -0.08
H -2.551 0.012 -0.609 0.52 0.28 0.83
H -1.434 0.072 1.754 -0.62 -0.12 -0.65
H -1.897 -1.546 1.180 -0.37 -0.95 0.40
H 2.058 -0.161 0.859 -0.15 -0.11 0.00
H 0.765 0.979 1.299 0.10 -0.59 0.13
H -0.851 1.444 -1.614 -0.33 -0.50 0.36
H 0.422 -1.350 2.155 -0.14 0.68 0.15
H 0.297 -1.939 0.637 0.42 1.96 0.81
H 1.549 -0.112 -2.292 1.41 0.45 -1.99
H 1.724 2.545 -0.556 -1.03 -2.60 -0.57